# 1
Formula: C5H12N2
Source: OMol25
Level of theory: the ωB97M-V functional and the def2-TZVPD basis

Geometry as XYZ:
```
19
Properties=species:S:1:pos:R:3:forces:R:3
N 1.0749 -0.5027 0.7788 0.374 -0.050 -0.467
C 2.0132 -0.2900 -0.3149 0.624 0.346 0.328
C 1.3696 0.8048 -1.1284 -1.531 0.370 -1.373
C -0.1290 0.4793 -0.9163 0.583 1.038 0.476
C -0.1670 0.2417 0.5855 -0.267 -1.360 -0.244
C -1.4046 -0.5545 1.0477 2.008 0.217 2.101
N -2.6730 -0.0437 0.6007 -0.013 -0.146 0.026
H 1.2895 -1.1416 1.5249 -0.303 0.222 -0.035
H 3.0079 0.0048 0.0304 0.030 -0.048 0.141
H 2.1665 -1.1371 -1.0009 -0.193 -0.229 0.337
H 1.5712 0.7204 -2.1973 0.351 -0.099 0.018
H 1.5086 1.8662 -0.9079 0.529 -0.285 0.671
H -0.7892 1.3160 -1.1588 0.047 -0.178 -0.438
H -0.3425 -0.4245 -1.4888 -0.441 -0.031 0.197
H -0.1239 1.1621 1.1752 -0.228 0.372 -0.373
H -1.1616 -1.6193 0.9646 -0.468 -0.127 -0.940
H -1.2726 -0.4327 2.1457 -0.815 -0.055 -0.138
H -2.5874 0.3447 -0.3264 -0.145 -0.145 -0.179
H -3.3508 -0.7937 0.5861 -0.143 0.186 -0.107
```
Positions in Å, forces in eV/Å.

- F_max: 2.9 eV/A
- ΔE to the lowest compared entry with this formula, charge and spin: 26.7 kcal/mol
- E_HOMO: -0.2979 hartree
- DFT total energy: -8358.9786 eV
- Structure (SMILES): NC[C@@H]1CCCN1
- E_LUMO: 1.2 eV
- Kohn-Sham gap: 9.2729 eV

***

# 2
Formula: C6H24N12O6Tl
Source: OMol25
Level of theory: the ωB97M-V functional and the def2-TZVPD basis

Geometry as XYZ:
```
49
Properties=species:S:1:pos:R:3:forces:R:3
Tl -0.1329 0.2236 0.1585 -1.564 -0.361 1.323
C 1.7971 -2.5429 0.5209 0.604 0.069 1.278
O 0.7376 -1.9187 0.2018 -0.115 0.369 -1.198
N 2.4832 -2.0955 1.6165 -0.308 -1.159 -1.385
N 2.1808 -3.6669 -0.1178 -0.287 0.167 -0.453
H 3.3479 -2.5256 1.8936 0.227 0.026 -0.057
H 2.3657 -1.1265 1.8133 -0.127 0.457 0.476
H 2.8587 -4.3225 0.2794 -0.256 0.594 -0.320
H 1.8483 -3.8479 -1.0807 0.127 0.057 1.273
C 1.0685 0.5734 -2.7101 -0.657 2.429 1.305
O 0.7199 1.2453 -1.6061 0.765 -1.966 -1.949
N 1.4454 1.3231 -3.7588 0.729 -1.148 -1.535
N 1.0542 -0.7769 -2.7804 -0.664 0.820 0.685
H 1.7753 0.8829 -4.6473 -0.507 0.158 1.267
H 1.5728 2.3363 -3.8440 -0.445 -0.568 1.057
H 0.4508 -1.2808 -2.1106 0.546 0.451 -0.507
H 0.9967 -1.1243 -3.7125 0.178 -0.570 -0.620
C -0.3527 -1.2575 3.1239 -1.874 -1.113 -0.361
O -0.9454 -0.4040 2.3787 1.750 0.340 -0.592
N 0.6658 -1.0160 3.9355 0.138 -0.572 -0.197
N -0.8886 -2.4890 3.0997 0.324 2.032 -0.840
H 0.8910 -1.5638 4.7388 -0.102 -0.730 0.186
H 0.8634 -0.0837 4.0672 0.561 2.452 0.245
H -0.5683 -3.2542 3.6093 0.309 -1.379 0.796
H -1.6032 -2.4921 2.4099 -0.731 -0.899 -0.084
C -2.2749 2.5501 0.0134 -1.820 1.316 -1.636
O -1.9076 1.5162 0.6566 1.019 0.670 -0.609
N -1.7437 2.9419 -1.2172 1.237 -1.512 2.032
N -3.3965 3.2051 0.4746 0.536 -0.017 -0.104
H -2.1512 3.6298 -1.8107 -0.439 0.513 0.069
H -0.7903 2.6106 -1.4821 -1.374 0.378 0.371
H -3.7924 4.1485 0.2446 1.127 -1.458 -0.184
H -3.8772 2.7456 1.2440 0.323 0.141 -0.181
C 2.0174 2.4284 1.1287 0.742 4.434 0.867
O 1.4801 1.3298 1.2280 -0.465 -2.677 -0.353
N 1.7532 3.3668 2.0743 -1.712 -2.606 1.979
N 2.7966 2.8986 0.1337 0.365 -0.732 -0.873
H 2.2191 4.1922 2.1384 1.827 2.806 -0.548
H 1.4278 3.1592 3.0435 0.015 -0.572 -1.585
H 2.9661 2.2854 -0.6592 -0.006 0.316 0.359
H 3.2945 3.8072 0.1283 -0.725 -1.059 0.331
C -2.5187 -1.5723 -1.7173 0.465 0.543 0.703
O -1.8544 -0.5825 -1.2488 -0.145 -0.718 -0.466
N -2.2014 -2.8516 -1.4395 -0.380 -1.571 0.263
N -3.5596 -1.3747 -2.5567 2.331 1.780 1.097
H -2.8406 -3.5564 -1.8618 1.002 0.584 0.719
H -1.6430 -3.1758 -0.6131 -0.812 0.949 -1.358
H -3.8349 -0.4150 -2.6798 -0.185 -0.030 -0.189
H -4.2001 -2.0831 -2.7001 -1.544 -1.434 -0.496
```
Positions in Å, forces in eV/Å.

- F_max: 4.6 eV/A
- ΔE to the lowest compared entry with this formula, charge and spin: 0.0 kcal/mol
- E_HOMO: -0.6761 hartree
- Charge: +3
- DFT total energy: -41452.0254 eV
- E_LUMO: -9.9 eV
- Kohn-Sham gap: 8.4559 eV

***

# 3
Formula: C3H10NO2S
Source: OMol25
Level of theory: the ωB97M-V functional and the def2-TZVPD basis

Geometry as XYZ:
```
17
Properties=species:S:1:pos:R:3:forces:R:3
C 0.5043 1.0766 -0.1418 -0.267 1.942 -2.667
C 0.7904 1.4652 1.2909 -3.012 -2.159 1.621
S -0.1237 3.0022 1.8691 0.683 -0.021 -0.092
N 1.3636 -0.0372 -0.5480 0.522 -0.796 -3.372
C 0.5669 -1.3293 -0.4051 2.671 3.678 3.132
O -0.6934 -1.1305 -0.5886 -1.740 -0.411 0.304
H 0.8105 1.9510 -0.8234 -0.447 -0.981 1.134
H -0.5788 0.8871 -0.4728 1.431 0.545 1.195
H 0.5618 0.5244 1.9944 0.453 2.159 -1.280
H 1.8211 1.6846 1.3947 0.919 0.442 0.248
H -1.4407 2.7509 2.1077 0.640 -0.771 -0.351
H 1.6780 0.0978 -1.6365 -1.125 -0.438 3.524
H 0.8953 -1.5795 0.7210 -1.065 -0.528 -2.036
H 0.8786 -1.9951 -1.1348 1.124 -2.124 -1.169
H -2.1683 -2.9174 -1.7731 -2.049 0.319 0.632
H -2.0348 -1.9907 -0.6963 -2.591 -0.690 -0.394
O -2.8306 -2.4601 -1.1573 3.851 -0.166 -0.428
```
Positions in Å, forces in eV/Å.

- F_max: 5.5 eV/A
- ΔE to the lowest compared entry with this formula, charge and spin: 44.5 kcal/mol
- Multiplicity: 2
- E_HOMO (alpha / beta): -0.3413 / -0.3415 hartree
- DFT total energy: -19689.1093 eV
- E_LUMO (alpha / beta): 0.5 / -3.0 eV
- Kohn-Sham gap (alpha / beta): 9.8058 / 6.2574 eV

***

# 4
Formula: C3H4BrN3
Source: OMol25
Level of theory: the ωB97M-V functional and the def2-TZVPD basis

Geometry as XYZ:
```
11
Properties=species:S:1:pos:R:3:forces:R:3
C 0.4695 -0.0496 -1.3493 0.851 0.690 2.153
C 0.8747 -0.5392 0.0923 -1.033 0.877 -2.118
C 0.1660 0.5555 0.9497 2.195 -3.411 2.837
N -2.7091 0.4976 -0.9343 0.134 -0.684 -0.523
N -1.2133 0.7073 0.7428 2.648 1.002 5.473
N -1.8645 0.5061 -0.1841 -3.835 0.075 -4.518
Br 0.6872 -1.3393 -2.5380 0.234 -1.494 -1.476
H 0.4563 -1.5909 0.1998 0.957 1.114 0.400
H 2.0200 -0.4128 0.1234 -1.666 -0.546 0.195
H 0.3735 0.2406 2.0754 -0.825 0.781 -2.042
H 0.7396 1.4248 0.8223 0.340 1.597 -0.381
```
Positions in Å, forces in eV/Å.

- F_max: 6.2 eV/A
- ΔE to the lowest compared entry with this formula, charge and spin: 128.7 kcal/mol
- E_HOMO: -0.3288 hartree
- DFT total energy: -77682.2219 eV
- E_LUMO: -0.9 eV
- Kohn-Sham gap: 8.0003 eV